H10O5 | wB97M-V/def2-TZVPD

Structure (XYZ):
```
15
Properties=species:S:1:pos:R:3:nbo_charge:R:1
O 1.169 -0.342 0.526 -0.975
H 1.324 -0.982 -0.185 0.492
H 1.333 0.523 0.124 0.489
O -1.048 -0.830 2.186 -0.972
H -1.222 -0.247 2.932 0.477
H -0.094 -0.736 1.986 0.506
O 0.290 -2.255 -2.409 -0.945
H -0.135 -1.398 -2.529 0.469
H -0.223 -2.680 -1.708 0.477
O -2.284 -0.447 -0.338 -0.971
H -1.890 -0.676 0.535 0.501
H -1.598 0.055 -0.786 0.450
O 1.642 3.148 -0.404 -0.944
H 0.722 3.059 -0.125 0.469
H 2.014 3.808 0.194 0.476
```

Its lowest unoccupied orbital energy is 0.164 eV. Its total charge is 0. Its energy above the lowest of the compared OMol25 structures with the same formula, charge and spin is 83.7 kJ/mol. Its SMILES is O.O.O.O.O. The max |F| comes out at 0.6 eV/A.

H10O5 | wB97M-V/def2-TZVPD

Structure (XYZ):
```
15
Properties=species:S:1:pos:R:3:nbo_charge:R:1
O 23.343 -4.764 22.600 -0.950
H 23.240 -5.066 23.512 0.483
H 23.713 -5.525 22.140 0.466
O 26.037 -7.827 24.673 -0.968
H 26.965 -7.731 24.910 0.460
H 25.600 -7.032 25.042 0.496
O 24.347 -3.097 28.175 -0.938
H 24.181 -2.372 27.560 0.471
H 23.575 -3.670 28.097 0.469
O 25.002 -5.227 25.275 -0.992
H 25.709 -4.697 24.854 0.510
H 24.652 -4.659 25.972 0.480
O 26.757 -4.240 23.320 -0.957
H 26.321 -4.482 22.494 0.489
H 27.699 -4.374 23.162 0.481
```

Its lowest unoccupied orbital energy is 0.357 eV. Its total charge is 0. Its energy above the lowest of the compared OMol25 structures with the same formula, charge and spin is 83.7 kJ/mol. Its SMILES is O.O.O.O.O. The max |F| comes out at 0.5 eV/A.

H10O5 | wB97M-V/def2-TZVPD

Structure (XYZ):
```
15
Properties=species:S:1:pos:R:3:nbo_charge:R:1
O 1.387 1.776 -1.949 -0.965
H 2.392 1.640 -1.932 0.491
H 0.997 0.882 -2.026 0.478
O -0.306 -1.332 1.752 -0.946
H -0.506 -0.817 0.992 0.488
H -0.662 -2.225 1.612 0.454
O -0.479 1.190 0.393 -0.973
H -0.120 1.927 -0.054 0.491
H -1.404 1.260 0.505 0.486
O 2.586 0.352 0.623 -0.939
H 2.242 -0.519 0.579 0.467
H 1.879 0.853 0.199 0.469
O -2.694 -1.346 0.003 -0.937
H -2.643 -2.262 0.257 0.468
H -2.672 -1.375 -0.954 0.470
```

Its lowest unoccupied orbital energy is 0.227 eV. Its total charge is 0. Its energy above the lowest of the compared OMol25 structures with the same formula, charge and spin is 122.7 kJ/mol. Its SMILES is O.O.O.O.O. The max |F| comes out at 2.2 eV/A.

H10O5 | wB97M-V/def2-TZVPD

Structure (XYZ):
```
15
Properties=species:S:1:pos:R:3:nbo_charge:R:1
O -3.114 1.606 -0.562 -0.913
H -3.765 1.445 -1.219 0.459
H -2.412 1.311 -0.967 0.454
O 3.456 -0.244 1.631 -0.990
H 2.502 -0.439 1.672 0.500
H 3.786 0.221 2.424 0.474
O 1.438 -1.478 0.394 -0.975
H 1.073 -0.661 -0.074 0.498
H 2.355 -1.538 0.090 0.474
O -1.598 -1.093 -1.224 -0.957
H -0.922 -1.091 -1.840 0.477
H -2.499 -1.220 -1.637 0.482
O 0.131 0.879 0.196 -0.967
H 0.359 1.648 0.730 0.487
H -0.789 0.653 0.385 0.498
```

Its lowest unoccupied orbital energy is 0.386 eV. Its total charge is 0. Its energy above the lowest of the compared OMol25 structures with the same formula, charge and spin is 155.0 kJ/mol. Its SMILES is O.O.O.O.O. The max |F| comes out at 7.6 eV/A.

H10O5 | wB97M-V/def2-TZVPD

Structure (XYZ):
```
15
Properties=species:S:1:pos:R:3:nbo_charge:R:1
H -0.166 2.060 -1.016 0.475
H 0.467 0.645 -1.344 0.468
H 2.171 -1.974 -0.471 0.482
H 1.964 -3.150 -1.471 0.480
H 1.111 -1.522 -2.880 0.488
H -0.220 -0.679 -2.988 0.460
H -3.274 0.117 2.172 0.471
H -1.785 -0.249 1.820 0.473
H 0.112 1.690 3.150 0.465
H -0.221 3.018 3.834 0.466
O 0.657 1.586 -0.992 -0.945
O 2.244 -2.260 -1.403 -0.955
O 0.177 -1.610 -3.011 -0.954
O -2.716 -0.181 1.508 -0.945
O -0.520 2.511 3.090 -0.931
```

Its lowest unoccupied orbital energy is 0.242 eV. Its total charge is 0. Its energy above the lowest of the compared OMol25 structures with the same formula, charge and spin is 176.5 kJ/mol. Its SMILES is O.O.O.O.O. The max |F| comes out at 3.6 eV/A.

H10O5 | wB97M-V/def2-TZVPD

Structure (XYZ):
```
15
Properties=species:S:1:pos:R:3:nbo_charge:R:1
O -0.286 1.532 1.435 -0.951
H -1.159 1.915 1.525 0.478
H -0.057 1.245 2.319 0.483
O 0.750 -1.111 -0.883 -0.970
H 0.572 -0.607 -0.089 0.471
H 0.427 -1.990 -0.687 0.490
O -0.607 -3.197 0.612 -0.946
H -0.310 -4.105 0.553 0.475
H -1.506 -3.217 0.282 0.480
O 2.111 2.280 -0.384 -0.938
H 1.966 1.392 -0.710 0.473
H 2.281 2.800 -1.170 0.465
O -1.765 0.946 -0.837 -0.960
H -1.371 0.919 -1.709 0.470
H -1.047 1.199 -0.257 0.479
```

Its lowest unoccupied orbital energy is 0.537 eV. Its total charge is 0. Its energy above the lowest of the compared OMol25 structures with the same formula, charge and spin is 106.4 kJ/mol. Its SMILES is O.O.O.O.O. The max |F| comes out at 0.8 eV/A.